Run 1
DFT (the ωB97M-V functional and the def2-TZVPD basis) results for the molecule C5H6O2.

Computed properties:
SMILES: O=CCC#CCO
Kohn-Sham gap: 10.7 eV

```
13
Properties=species:S:1:pos:R:3:lowdin_charge:R:1
O 1.778 -0.190 2.265 0.0650
C 1.653 0.449 1.253 -0.2704
C 0.595 1.531 1.057 -0.1518
C -0.298 0.891 0.089 -0.0358
C -0.752 0.118 -0.718 0.0147
C -1.214 -0.982 -1.575 -0.2717
O -0.973 -2.236 -0.968 -0.0566
H 2.246 0.233 0.341 0.1322
H 0.119 1.755 2.015 0.1200
H 1.037 2.444 0.641 0.1210
H -2.272 -0.852 -1.840 0.1178
H -0.637 -0.980 -2.505 0.1230
H -1.283 -2.182 -0.055 0.0926
```

Run 2
DFT (the ωB97M-V functional and the def2-TZVPD basis) results for a cluster of 2 separate species, C5H6O2 in total.

Computed properties:
Kohn-Sham gap: 8.6 eV

```
13
Properties=species:S:1:pos:R:3:lowdin_charge:R:1
C 2.424 -0.725 2.739 -0.1121
C 2.063 -0.745 1.568 -0.0648
C 1.374 -0.798 -0.742 0.0765
C -0.406 0.696 -0.996 -0.4935
C -1.902 0.739 -0.901 0.0355
O 0.322 1.607 -1.274 0.1386
O 0.051 -0.565 -0.744 -0.0083
H 1.641 -1.826 -0.869 0.0858
H 2.709 -0.646 3.749 -0.0302
H 2.037 0.003 -1.031 0.0881
H -2.304 -0.266 -0.804 0.0885
H -2.305 1.225 -1.786 0.0961
H -2.186 1.333 -0.035 0.0999
```

Run 3
DFT (the ωB97M-V functional and the def2-TZVPD basis) results for a structure of composition C5H6O2.

Computed properties:
Kohn-Sham gap: 10.4 eV

```
13
Properties=species:S:1:pos:R:3:lowdin_charge:R:1
O -0.576 -1.281 -1.318 0.0609
C -0.161 -0.359 -0.298 -0.3521
C -0.477 1.017 -0.885 -0.0587
O 0.368 0.730 -2.030 -0.0181
C 0.621 -0.546 -1.515 -0.2457
C 0.027 0.115 2.098 0.0292
C -0.010 -0.766 1.102 -0.0740
H -0.091 1.867 -0.317 0.1243
H -1.515 1.166 -1.189 0.1325
H 1.515 -1.055 -1.856 0.1679
H -0.101 1.181 1.922 0.0599
H 0.199 -0.198 3.122 0.0578
H 0.104 -1.833 1.282 0.1162
```

Which structure is the least stable? The one labeled run 2.

Run 1
DFT (the ωB97M-V functional and the def2-TZVPD basis) results for the molecule C5H6O2.

Computed properties:
SMILES: C=C=C(C=O)CO
Kohn-Sham gap: 10.4 eV

```
13
Properties=species:S:1:pos:R:3:lowdin_charge:R:1
C 1.517 0.507 1.968 0.0389
C 0.620 0.371 1.030 -0.0417
C -0.067 0.089 -0.053 -0.1712
C 0.829 -0.449 -1.111 -0.2119
O 0.490 -1.292 -1.912 0.0536
C -1.575 0.062 -0.271 -0.2115
O -1.915 0.184 -1.629 -0.0573
H 1.822 -0.355 2.557 0.0714
H 1.992 1.461 2.175 0.0673
H 1.861 -0.046 -1.083 0.1315
H -1.998 -0.855 0.167 0.1282
H -2.033 0.912 0.243 0.1269
H -1.543 -0.587 -2.082 0.0759
```

Run 2
DFT (the ωB97M-V functional and the def2-TZVPD basis) results for a structure of composition C5H6O2.

Computed properties:
Kohn-Sham gap: 8.6 eV

```
13
Properties=species:S:1:pos:R:3:lowdin_charge:R:1
C -1.555 -0.356 -0.405 -0.0297
C -0.630 0.172 0.677 -0.4450
O 0.308 -0.762 1.171 -0.1207
C 1.526 -0.887 -0.197 -0.2296
O 2.042 -1.926 -0.364 0.1917
C 1.515 0.509 -0.427 -0.0202
C 0.501 1.055 0.312 0.0247
H -2.140 -1.197 -0.015 0.0894
H -2.240 0.425 -0.739 0.0807
H -0.981 -0.699 -1.268 0.0797
H -1.236 0.586 1.494 0.1437
H 2.296 1.029 -0.955 0.1141
H 0.574 2.048 0.718 0.1213
```

Run 3
DFT (the ωB97M-V functional and the def2-TZVPD basis) results for a structure of composition C5H6O2.

Computed properties:
Kohn-Sham gap: 11.2 eV

```
13
Properties=species:S:1:pos:R:3:lowdin_charge:R:1
C -1.584 -0.698 -0.060 0.0104
C -0.256 -0.077 0.208 -0.4303
C 0.195 1.323 0.054 0.0048
C 0.942 0.196 -0.657 -0.0457
C 1.680 -0.578 0.394 -0.4351
O 2.769 -1.029 0.568 0.1504
O 0.580 -0.705 1.221 0.0845
H -2.243 -0.584 0.807 0.0908
H -1.468 -1.765 -0.271 0.0922
H -2.060 -0.216 -0.919 0.0917
H 0.658 1.838 0.893 0.1223
H -0.389 1.950 -0.615 0.1181
H 1.084 0.146 -1.730 0.1458
```

Run 4
DFT (the ωB97M-V functional and the def2-TZVPD basis) results for the molecule C5H6O2.

Computed properties:
SMILES: C#CO/C=C\CO
Kohn-Sham gap: 10.2 eV

```
13
Properties=species:S:1:pos:R:3:lowdin_charge:R:1
C -1.050 0.735 2.219 0.1311
C -0.158 0.043 1.809 -0.2359
O 0.858 -0.713 1.483 0.0107
C 0.994 -1.241 0.206 -0.1047
C 0.432 -0.859 -0.936 -0.0423
C -0.461 0.325 -1.231 -0.2634
O 0.286 1.518 -1.405 -0.0572
H -1.842 1.352 2.583 0.0360
H 1.710 -2.053 0.263 0.1234
H 0.753 -1.449 -1.792 0.1074
H -1.232 0.449 -0.464 0.0942
H -0.968 0.157 -2.184 0.1160
H 0.677 1.737 -0.550 0.0849
```

Which structure is the least stable? The one labeled run 4.

Run 1
DFT (the ωB97M-V functional and the def2-TZVPD basis) results for the ion C3H7N2OS with charge +1.

Computed properties:
SMILES: C/C(N)=[NH+]/SC=O
Kohn-Sham gap: 9.6 eV
net charge: +1

```
14
Properties=species:S:1:pos:R:3:lowdin_charge:R:1
C 2.017 0.399 0.950 0.0182
C 0.739 0.482 0.161 -0.4384
N 0.168 1.692 0.121 0.1544
N 0.048 -0.468 -0.445 -0.2931
S -1.398 -0.038 -1.321 0.8445
C -2.825 -1.752 -0.963 -0.2138
O -3.865 -1.594 -1.439 0.1341
H 2.772 1.115 0.540 0.1163
H 1.777 0.634 1.970 0.0906
H 2.534 -0.634 0.804 0.1305
H 0.557 2.344 0.786 0.1378
H -0.803 1.634 -0.133 0.0150
H 0.447 -1.400 -0.776 0.1586
H -2.168 -2.415 -0.256 0.1453
```

Run 2
DFT (the ωB97M-V functional and the def2-TZVPD basis) results for a cluster of 2 separate species, C3H7N2OS in total.

Computed properties:
Kohn-Sham gap: 10.0 eV
net charge: +1

```
14
Properties=species:S:1:pos:R:3:lowdin_charge:R:1
C -0.291 2.713 -0.345 0.1442
C -0.250 -1.632 0.053 -0.1701
C 0.150 2.041 -1.221 -0.2260
N -1.068 -0.660 0.507 -0.3763
N 0.750 -1.358 -0.737 0.2099
O 0.559 1.023 -1.986 0.0407
S -2.394 -0.866 1.606 0.7793
H -1.284 0.126 -0.090 0.0697
H -0.828 3.200 0.388 0.0303
H -0.423 -2.662 0.568 0.1900
H 1.128 -2.132 -1.155 0.1005
H 1.028 -0.442 -1.146 0.1211
H 0.557 1.351 -2.847 0.1051
H -2.032 0.351 2.403 -0.0184
```

Run 3
DFT (the ωB97M-V functional and the def2-TZVPD basis) results for a cluster of 2 separate species, C3H7N2OS in total.

Computed properties:
Kohn-Sham gap: 9.4 eV
net charge: +1

```
14
Properties=species:S:1:pos:R:3:lowdin_charge:R:1
C 0.188 0.961 -1.234 -0.0737
C 0.868 1.611 -0.094 -0.4004
C 1.141 -0.832 -0.255 -0.6106
N 0.216 -0.347 -1.164 0.0768
N 1.404 -2.173 -0.128 0.1648
O -1.746 -0.130 0.960 -0.0334
S 1.811 0.358 0.756 1.1243
H -0.427 1.538 -1.920 0.1526
H 1.675 2.288 -0.516 0.1269
H 0.312 2.371 0.432 0.1154
H -2.106 -0.444 1.815 0.0773
H 2.275 -2.571 0.211 0.1335
H 0.847 -2.782 -0.763 0.1511
H -1.765 -0.867 0.404 -0.0046
```

Run 4
DFT (the ωB97M-V functional and the def2-TZVPD basis) results for the ion C3H7N2OS with charge +1.

Computed properties:
SMILES: NC1=C(S)OC[NH2+]1
Kohn-Sham gap: 9.4 eV
net charge: +1

```
14
Properties=species:S:1:pos:R:3:lowdin_charge:R:1
N -1.945 -0.058 0.805 0.1118
C -0.756 -0.145 0.218 -0.2703
C 0.307 -0.999 0.238 -0.5842
S 0.232 -2.703 0.774 0.9263
O 1.451 -0.491 -0.291 -0.0560
C 1.293 0.933 -0.486 -0.0871
N -0.136 1.188 -0.509 0.1727
H -1.973 -0.465 1.752 0.1330
H -2.792 -0.283 0.300 0.1171
H 1.346 -2.861 0.112 -0.1162
H 1.803 1.052 -1.538 0.1972
H 1.888 1.400 0.212 0.1235
H -0.356 1.289 -1.429 0.1253
H -0.363 2.143 -0.157 0.2071
```

Which structure is the least stable? The one labeled run 2.